The following is a quantum chemistry calculation of a molecular structure, C43H28N8O7S4Ti in a non-equilibrium geometry, from the Open Molecules 2025 dataset.

```
91
Properties=species:S:1:pos:R:3:forces:R:3:mulliken_charge:R:1
Ti -1.26410 0.35271 0.14901 -0.4 -0.6 -1.2 -1.263
C -3.95435 -3.46042 -0.06334 0.0 0.1 0.0 -0.615
O -4.18194 -2.70211 1.14478 -0.2 -0.3 -0.2 -0.558
C -3.22080 -1.76744 1.16293 -0.1 0.1 0.2 -0.138
N -2.37124 -1.72852 0.20836 0.2 -0.3 -0.2 0.862
C -2.78144 -2.75092 -0.77432 0.2 0.0 0.2 -0.778
C -1.71571 -3.74376 -1.17321 0.1 0.1 0.0 0.305
C -0.78422 -4.21472 -0.25690 0.1 0.0 0.0 0.096
C 0.16479 -5.16063 -0.62930 0.0 0.0 0.0 -0.756
C 0.17620 -5.66474 -1.92386 -0.1 0.0 0.0 -0.472
C -0.76162 -5.20612 -2.84318 0.0 0.0 0.0 -0.757
C -1.69522 -4.24867 -2.46926 0.0 0.0 -0.1 -0.295
C -3.15593 -0.82152 2.21532 0.0 0.1 0.0 -0.018
C -3.90229 -0.91567 3.37989 0.0 0.0 0.0 -0.901
C -3.63877 -0.05401 4.41954 -0.3 -0.2 0.3 -1.016
C -2.61412 0.88981 4.25397 -0.1 0.3 -0.2 -0.943
C -1.98757 0.99571 3.04619 0.5 -0.2 0.1 -0.044
N -2.21105 0.15551 1.98041 -0.2 0.3 0.4 1.739
C -0.83200 1.87580 2.88661 -0.1 -0.1 0.1 -0.039
N 0.00139 1.71001 1.94861 0.1 -0.1 -0.2 0.747
C 1.06679 2.71510 2.10805 -0.1 -0.1 0.1 -0.668
C 0.63729 3.45893 3.39667 -0.1 -0.1 -0.1 -0.586
O -0.58907 2.80772 3.81744 0.2 0.2 0.0 -0.552
C 2.44753 2.10062 2.20921 -0.1 -0.1 0.0 0.306
C 2.68854 1.03766 3.08041 0.0 0.1 0.0 -0.121
C 3.94989 0.46367 3.16009 0.0 0.1 0.0 -0.841
C 4.98933 0.94690 2.36995 0.0 0.1 0.1 -0.297
C 4.75925 2.00687 1.50435 0.0 0.1 0.1 -0.353
C 3.49224 2.57873 1.42697 0.0 0.1 0.1 -0.398
H -4.86559 -3.45398 -0.65589 -0.1 0.0 0.0 0.332
H -3.70695 -4.48284 0.21321 0.0 -0.1 0.1 0.400
H -3.12969 -2.22106 -1.65349 0.0 0.1 -0.2 0.587
H -0.78157 -3.81031 0.74703 0.0 0.0 0.0 0.290
H 0.90739 -5.48831 0.09161 -0.1 0.0 0.0 0.370
H 0.91511 -6.40189 -2.21670 0.0 0.1 0.0 0.382
H -0.74657 -5.57251 -3.86423 0.0 0.0 0.1 0.386
H -2.39252 -3.85286 -3.20326 0.1 0.0 0.1 0.396
H -4.65571 -1.69062 3.44294 0.0 0.0 0.0 0.556
H -4.18448 -0.12195 5.35175 0.0 0.0 0.0 0.389
H -2.34084 1.58644 5.03389 0.0 0.0 0.0 0.579
H 1.01066 3.39056 1.25905 0.0 0.0 -0.1 0.780
H 0.42578 4.50814 3.20954 -0.1 0.0 0.0 0.297
H 1.36477 3.34920 4.19528 0.1 0.0 0.1 0.383
H 1.86907 0.64485 3.67953 0.1 0.0 -0.1 0.281
H 4.11805 -0.38236 3.81890 0.0 0.0 0.0 0.315
H 5.96558 0.47625 2.40383 -0.1 0.0 0.0 0.353
H 5.55607 2.36568 0.86097 -0.1 0.0 0.0 0.277
H 3.29896 3.38404 0.72273 0.0 -0.1 0.1 0.409
O 6.39397 -0.63053 -0.66916 -0.2 0.2 0.0 -0.836
N 5.47425 0.14136 -1.05954 -0.1 0.0 -0.2 1.165
O 5.72789 1.12159 -1.82068 0.0 -0.2 0.2 -0.799
C 4.16682 -0.10610 -0.64458 0.1 -0.1 -0.1 -1.052
C 3.95995 -1.17626 0.22765 0.0 0.0 -0.2 -0.892
C 2.70031 -1.45053 0.77396 0.0 -0.1 0.0 1.198
C 2.47194 -2.45817 1.73882 0.1 0.0 -0.1 -0.712
C 1.22724 -2.58849 2.29490 0.0 -0.1 0.1 -1.044
C 0.18637 -1.77318 1.86169 -0.1 0.1 -0.1 -0.689
N 0.35033 -0.85586 0.91027 0.8 -0.4 0.1 1.928
C 1.58504 -0.66528 0.41006 -0.1 0.1 0.0 -1.074
C 1.78073 0.44780 -0.48854 -0.2 0.0 -0.1 -0.242
N 0.67398 1.18358 -0.72980 0.3 -0.2 0.4 1.499
C 0.75582 2.24717 -1.50452 -0.1 0.0 0.0 -0.451
C 1.95503 2.60350 -2.10944 0.0 0.1 0.0 -1.627
C 3.09034 1.86308 -1.88296 0.0 -0.1 0.0 -0.625
C 3.04138 0.74100 -1.03058 0.1 -0.1 -0.1 0.924
H 4.81518 -1.76775 0.51431 0.0 0.0 0.0 0.498
H 3.29733 -3.09148 2.04506 0.0 0.0 0.0 0.535
H 1.02885 -3.32218 3.06590 0.0 0.0 0.0 0.499
H -0.80057 -1.86638 2.28375 -0.1 0.0 0.0 0.460
H -0.15219 2.81462 -1.65067 0.0 0.0 0.0 0.424
H 1.98239 3.47153 -2.75648 0.0 0.0 0.0 0.539
H 4.02836 2.13175 -2.33457 0.0 0.0 0.0 0.603
S -3.54798 0.46026 -1.35022 0.1 -0.2 0.0 -0.491
C -2.74761 0.95879 -2.80413 -0.1 0.1 0.0 0.968
C -3.32720 1.90039 -3.66490 -0.1 0.0 0.1 -0.838
C -2.73453 2.25649 -4.86801 -0.2 0.2 -0.2 0.621
C -3.39288 3.20388 -5.74268 0.1 -0.2 0.2 -0.198
N -3.92296 3.94705 -6.44472 0.0 -0.1 0.1 -0.651
C -1.50401 1.68901 -5.23020 0.2 0.0 -0.3 0.426
C -0.89517 0.78947 -4.36006 0.1 -0.1 0.1 -0.798
C -1.49181 0.41226 -3.15678 0.1 0.0 -0.2 -0.042
S -0.72797 -0.77284 -2.11767 -0.1 0.0 0.0 -0.334
C -0.87391 2.00727 -6.48967 -0.1 0.0 0.3 -0.081
N -0.36505 2.24443 -7.49569 0.0 0.0 0.1 -0.643
H -4.25693 2.36751 -3.36836 0.0 0.0 0.0 0.452
H 0.06452 0.36105 -4.62400 0.0 0.0 0.0 0.525
O -1.05721 4.28517 0.59721 0.2 -0.3 0.1 -0.695
S -2.22321 3.52922 0.15447 -0.5 0.7 0.2 1.209
O -2.78229 3.99755 -1.09227 0.2 -0.2 -0.2 -0.691
O -1.69543 2.06496 -0.13496 0.0 1.4 0.2 0.159
S -3.59840 3.40033 1.57571 0.3 -0.2 -0.1 -0.535
```
Forces are in eV/Å.

* multiplicity: 3
* gap between HOMO and LUMO (alpha / beta): 5.145 / 6.105 eV
* expectation value of S²: 2.06
* E_tot: -5062.5643 a.u.
* net charge: -2

=====

The following is a quantum chemistry calculation of 2 unconnected molecules or ions with the total composition C4H12 in a non-equilibrium geometry, from the Open Molecules 2025 dataset.

```
16
Properties=species:S:1:pos:R:3:forces:R:3:nbo_charge:R:1
C -1.76992 -1.53994 -0.53979 -2.6 -1.5 1.1 -0.628
C -2.30857 -0.19297 -0.36641 -0.8 5.8 -2.7 -0.635
H -1.05961 -1.65596 -1.30500 1.6 0.2 -0.4 0.216
H -1.50840 -1.86554 0.47933 0.3 -0.8 -0.8 0.215
H -2.63505 -2.10882 -0.99164 0.8 -0.1 1.0 0.211
H -1.95611 0.57143 0.32887 1.0 -0.9 0.7 0.212
H -2.11454 0.46374 -1.31486 -0.2 -1.2 1.0 0.195
H -3.37818 0.06680 -0.26550 0.0 -1.4 0.0 0.214
C 2.55985 0.49460 1.15239 -3.0 0.2 -2.5 -0.607
C 1.71386 0.99302 -0.16730 0.2 0.6 1.1 -0.620
H 2.33163 1.22649 1.88036 -0.4 0.4 1.2 0.201
H 2.09659 -0.47932 1.35080 0.7 0.2 0.6 0.207
H 3.60959 0.51352 1.07735 1.2 -0.5 -0.6 0.204
H 1.30329 0.14407 -0.79868 0.8 1.1 0.6 0.208
H 2.27966 1.77308 -0.73586 -0.3 -1.1 0.1 0.205
H 0.83591 1.59578 0.21594 0.7 -1.0 -0.4 0.201
```
Forces are in eV/Å.

* SMILES: CC.CC
* gap between HOMO and LUMO: 12.283 eV
* E_tot: -159.5333 a.u.
* net charge: 0

=====

The following is a quantum chemistry calculation of a molecular structure, C10H29B3N4O11Si in a non-equilibrium geometry, from the Open Molecules 2025 dataset.

```
58
Properties=species:S:1:pos:R:3:forces:R:3:nbo_charge:R:1
C 5.53560 0.57762 0.13618 0.6 0.0 0.1 -0.631
C 6.34817 1.32561 -0.94684 -0.7 0.5 -0.2 -0.375
C 5.46534 1.92574 -2.10084 -0.1 0.2 0.7 -0.781
B 4.01282 2.33489 -1.59024 0.9 -0.8 -0.9 1.180
O 3.91970 3.17361 -0.44931 -1.5 0.3 -1.0 -0.909
B 2.78139 3.99872 -0.44482 -0.3 -0.2 -0.8 0.957
O 1.74806 3.74431 -1.38158 1.1 -1.3 1.6 -0.898
B 1.76658 2.31420 -1.51940 0.6 1.2 -2.1 0.762
Si 0.40457 1.18780 -0.66737 -1.0 -1.8 0.4 1.246
C -1.33754 1.94074 -0.81270 0.3 0.1 0.2 -1.080
C 0.45292 -0.55478 -1.46133 0.2 0.8 0.0 -1.077
C 0.95575 0.99246 1.17052 0.1 1.0 -0.9 -1.061
O 2.88017 1.81841 -2.26482 -0.1 1.3 2.5 -0.893
H 6.22820 -0.02318 0.74438 -0.3 0.0 -0.2 0.214
H 4.74963 -0.07322 -0.26977 0.2 0.1 0.0 0.204
H 5.07211 1.28833 0.83341 0.0 -0.1 -0.3 0.215
H 6.84377 2.17737 -0.46117 0.1 -0.3 0.0 0.200
H 7.12314 0.69895 -1.40260 -0.2 0.0 0.3 0.203
H 5.42038 1.24098 -2.95539 -0.1 0.1 0.2 0.229
H 5.96316 2.85427 -2.43279 -0.2 -0.3 -0.1 0.235
H 2.62420 4.87445 0.33982 0.3 0.0 0.0 -0.095
H -1.24791 3.03763 -0.79316 -0.2 -0.3 0.1 0.241
H -1.96860 1.60326 0.02215 0.2 0.2 -0.2 0.232
H -1.86487 1.64569 -1.73023 0.3 0.1 0.1 0.237
H 1.51303 -0.83853 -1.55695 -0.3 -0.1 0.1 0.239
H 0.03660 -0.50708 -2.47980 0.0 -0.1 0.3 0.226
H -0.06636 -1.29918 -0.84630 0.1 0.3 -0.3 0.254
H 0.50256 1.82380 1.73251 0.0 -0.4 0.2 0.231
H 2.04305 1.18011 1.18699 -0.3 -0.4 0.3 0.230
H 0.70023 0.00996 1.57460 0.0 0.2 0.0 0.249
C -5.50236 2.64987 -3.16009 -0.1 -0.1 -0.3 -0.486
N -4.78357 2.41472 -1.88301 -0.1 0.0 -0.2 0.538
O -4.54765 1.27061 -1.57198 0.0 -0.4 0.1 -0.375
O -4.48112 3.38987 -1.23746 0.1 0.3 0.2 -0.377
H -5.70517 1.69122 -3.62418 0.0 0.0 0.1 0.231
H -6.42550 3.17128 -2.92357 0.1 0.1 0.0 0.236
H -4.85915 3.25885 -3.78919 -0.1 0.1 0.1 0.238
C 0.50376 -4.89201 1.34920 -0.1 -0.1 0.2 -0.482
N 0.46518 -3.65380 0.53168 -0.1 -0.2 0.3 0.539
O -0.42473 -2.85872 0.75886 -0.1 0.1 0.1 -0.390
O 1.32461 -3.52330 -0.30595 0.2 0.0 -0.2 -0.368
H -0.32046 -4.87023 2.05066 0.0 0.0 -0.1 0.236
H 0.41122 -5.73457 0.67113 0.1 0.0 0.0 0.243
H 1.45741 -4.91036 1.86983 0.0 0.0 -0.1 0.233
C -3.87336 -6.18685 1.44099 -0.3 0.1 0.0 -0.488
N -2.85847 -7.26210 1.30644 -0.3 0.1 0.0 0.541
O -3.23690 -8.35131 0.95463 -0.1 -0.3 -0.1 -0.357
O -1.71182 -6.96752 1.56106 0.3 0.1 0.1 -0.404
H -4.84423 -6.59407 1.18255 0.1 -0.1 0.0 0.232
H -3.85526 -5.84817 2.47313 0.1 0.1 0.0 0.237
H -3.59315 -5.38619 0.76170 0.1 0.0 0.1 0.239
C -3.42379 2.19380 2.63996 -0.1 -0.1 -0.3 -0.487
N -2.70068 1.98043 3.91890 -0.1 -0.1 -0.2 0.536
O -2.45620 0.84152 4.24315 0.1 -0.3 0.1 -0.376
O -2.40451 2.96643 4.55114 0.1 0.3 0.2 -0.380
H -3.62143 1.22886 2.18626 0.1 0.0 0.1 0.231
H -4.35157 2.70980 2.87014 0.1 0.1 0.0 0.234
H -2.78689 2.79906 2.00086 -0.1 0.1 0.0 0.241
```
Forces are in eV/Å.

* gap between HOMO and LUMO: 9.709 eV
* E_tot: -1809.0155 a.u.
* net charge: 0